1.
{
  "formula": "C4H9ClN3",
  "method": "wB97M-V/def2-TZVPD",
  "symbols": ["Cl", "N", "N", "N", "C", "C", "C", "C", "H", "H", "H", "H", "H", "H", "H", "H", "H"],
  "positions_angstrom": [[2.006, -1.892, -0.049], [1.797, 0.878, 0.160], [-1.399, -1.368, 0.134], [-0.888, 0.992, -0.132], [-0.640, -0.271, 0.065], [2.940, 1.818, 0.188], [-2.843, -1.619, -0.024], [1.569, -0.265, -0.057], [-3.283, -1.008, -0.892], [-2.871, -2.665, -0.327], [-1.685, 1.581, -0.048], [-0.073, 1.405, -0.579], [-0.854, -2.203, 0.216], [-3.549, -1.401, 0.817], [2.517, 2.676, 0.510], [3.494, 1.918, -0.764], [3.763, 1.424, 0.782]],
  "forces_ev_per_angstrom": [[0.5, 0.5, -0.2], [1.9, 1.0, -1.2], [0.5, 2.0, 0.5], [0.7, -0.6, -0.4], [1.2, -1.7, -0.9], [1.5, -3.2, -1.2], [-1.2, 1.2, -1.4], [-3.9, -1.5, 1.1], [0.9, -0.8, 1.1], [-0.5, 0.1, 0.2], [-1.0, -0.1, 0.1], [0.0, 0.6, 0.6], [0.3, -0.3, 0.2], [1.2, -0.3, -0.2], [-0.6, 3.0, 1.1], [-1.1, 0.0, -0.1], [-0.4, 0.1, 0.8]],
  "energy_ev": -21277.0451,
  "charge": 1,
  "gap_ha": 0.369,
  "molar_mass_g_mol": 134.59,
  "de_lowest_kj_mol": 170.7
}

2.
{
  "formula": "C4H9ClNS",
  "method": "wB97M-V/def2-TZVPD",
  "symbols": ["Cl", "S", "N", "C", "C", "C", "C", "H", "H", "H", "H", "H", "H", "H", "H", "H"],
  "positions_angstrom": [[-2.178, 0.386, 0.131], [-0.167, -1.667, -1.154], [0.382, 0.664, 0.306], [0.025, 1.855, 1.169], [-0.564, -0.052, -0.192], [-1.896, -2.178, -1.444], [1.750, 0.336, 0.206], [1.034, 2.191, 1.570], [-2.482, -1.363, -1.612], [1.845, -0.533, -0.315], [-0.713, 1.518, 1.749], [-0.315, 2.834, 0.591], [-1.768, -2.772, -2.333], [2.184, 0.003, 1.064], [2.218, 1.122, -0.179], [-2.113, -2.691, -0.618]],
  "forces_ev_per_angstrom": [[0.4, -0.2, -0.3], [-1.0, 3.1, 1.4], [-2.3, 1.4, 0.8], [4.2, 3.2, -3.8], [0.5, -2.5, -1.1], [3.5, -0.1, -2.2], [-1.7, -1.2, 0.1], [-1.6, -0.7, 0.4], [-1.6, 2.0, -0.6], [0.4, -2.0, -2.5], [-2.4, -0.7, 3.1], [0.4, -2.4, 0.6], [-0.4, -0.4, -0.2], [0.8, -0.1, 3.3], [2.4, 3.0, -1.8], [-1.5, -2.2, 2.9]],
  "energy_ev": -29132.9671,
  "charge": 1,
  "gap_ha": 0.358,
  "molar_mass_g_mol": 138.64,
  "de_lowest_kj_mol": 129.7
}